1.
Formula: C35H38InN2O3P2
Source: the OMol25 dataset
Level of theory: wB97M-V/def2-TZVPD

Each line ends with the Mulliken charge.
Atoms and positions in Å:
1 C 4.51 -0.56 -3.44  -0.748
2 C 3.58 0.28 -2.82  0.054
3 C 2.22 0.31 -3.30  0.192
4 C 1.81 -0.63 -4.30  0.947
5 C 2.78 -1.41 -4.90  -0.959
6 C 4.10 -1.41 -4.48  -0.850
7 C 0.36 -0.72 -4.78  -0.799
8 C -0.26 0.65 -4.52  0.967
9 C 0.24 1.55 -3.54  0.171
10 C -0.46 2.78 -3.27  -0.139
11 C -1.57 3.11 -4.04  -0.705
12 C -2.00 2.26 -5.06  -0.851
13 C -1.33 1.07 -5.30  -0.986
14 H 5.53 -0.61 -3.05  0.372
15 H 2.47 -2.03 -5.74  0.415
16 H 4.83 -2.07 -4.94  0.382
17 H 0.29 -1.03 -5.85  0.515
18 H -2.14 4.02 -3.79  0.398
19 H -2.88 2.53 -5.64  0.386
20 H -1.63 0.42 -6.13  0.423
21 N 1.30 1.17 -2.74  -0.300
22 In 0.47 0.36 -0.43  1.361
23 C 3.94 1.03 -1.54  -0.756
24 H 3.66 2.10 -1.59  0.319
25 H 5.01 0.93 -1.28  0.550
26 C -0.11 3.59 -2.02  -0.836
27 H 0.97 3.84 -1.97  0.357
28 H -0.72 4.51 -1.93  0.530
29 P 2.98 0.25 -0.17  0.784
30 P -0.52 2.61 -0.55  0.970
31 C -2.31 2.47 -0.48  -1.006
32 H -2.62 1.84 0.37  -0.212
33 H -2.71 3.48 -0.35  0.542
34 H -2.72 2.03 -1.39  0.330
35 C 0.08 3.42 0.93  -1.134
36 H -0.48 4.35 1.02  0.511
37 H -0.10 2.77 1.79  0.137
38 H 1.15 3.62 0.84  0.286
39 C 3.64 -1.41 0.00  -1.105
40 H 4.65 -1.37 0.44  0.442
41 H 2.98 -2.01 0.64  0.100
42 H 3.71 -1.91 -0.98  0.326
43 C 3.36 1.16 1.34  -1.153
44 H 2.79 0.73 2.17  0.211
45 H 4.43 1.07 1.53  0.528
46 H 3.08 2.22 1.22  0.294
47 C -1.73 -1.15 -1.21  0.235
48 O -2.67 -1.81 -1.08  -0.137
49 H -0.19 -1.59 -4.41  0.339
50 C -4.09 -3.38 1.42  -2.098
51 C -3.81 -1.98 1.89  1.217
52 C -4.55 -0.94 1.34  -0.781
53 C -4.34 0.38 1.74  -0.552
54 C -3.33 0.66 2.65  -0.821
55 C -2.55 -0.37 3.18  0.206
56 N -1.53 0.01 4.04  0.102
57 C -0.32 -0.62 4.30  -0.414
58 C 0.14 -0.68 5.60  -0.548
59 C 1.21 -1.51 5.91  -0.651
60 C 1.90 -2.24 4.93  -0.832
61 C 1.53 -2.11 3.60  -0.766
62 C 0.44 -1.28 3.31  1.097
63 C 0.16 -0.99 1.90  0.634
64 O 0.29 -1.82 0.97  -0.857
65 O -0.10 0.28 1.69  -0.419
66 C -2.85 -1.72 2.87  0.759
67 C -2.16 -2.87 3.54  -1.299
68 H -3.17 -3.90 1.13  0.347
69 H -4.58 -3.97 2.21  0.453
70 H -4.76 -3.38 0.55  0.385
71 H -5.32 -1.17 0.60  0.381
72 H -4.95 1.19 1.34  0.464
73 H -3.09 1.68 2.98  0.330
74 H -1.70 0.85 4.58  0.331
75 H -0.46 -0.14 6.35  0.421
76 H 1.48 -1.63 6.96  0.403
77 H 2.71 -2.93 5.17  0.420
78 H 2.02 -2.64 2.77  0.355
79 H -1.26 -3.19 3.00  0.156
80 H -1.87 -2.63 4.58  0.280
81 H -2.83 -3.74 3.58  0.595

Calculated values
HOMO (alpha / beta) = -9.33 / -9.33 eV
Electronic energy = -69782.0207 eV
Kohn-Sham gap (alpha / beta) = 6.03 / 6.03 eV
LUMO level (alpha / beta) = -3.2961 / -3.2964 eV
Net charge = +1

2.
Formula: C35H38N3O2
Source: the OMol25 dataset
Level of theory: wB97M-V/def2-TZVPD

Each line ends with the Mulliken charge.
Atoms and positions in Å:
1 C 6.48 -3.19 -2.81  -0.866
2 O 6.06 -2.56 -1.62  -0.445
3 C 4.67 -2.45 -1.48  0.510
4 C 4.19 -1.82 -0.33  -0.309
5 C 2.81 -1.68 -0.14  0.686
6 C 1.92 -2.17 -1.11  0.061
7 C 2.40 -2.81 -2.25  -1.426
8 C 3.75 -2.94 -2.43  -0.569
9 N 0.61 -1.90 -0.66  0.229
10 C -0.63 -2.28 -1.32  -0.972
11 C 0.69 -1.24 0.54  -1.054
12 C 2.03 -1.09 0.92  0.733
13 C 2.48 -0.59 2.16  -0.402
14 C 1.61 0.03 3.11  0.506
15 C 0.51 0.85 2.84  -1.549
16 N -0.14 1.17 4.00  0.169
17 C -1.31 2.03 4.12  -0.886
18 C 0.52 0.54 5.07  -0.026
19 C 1.62 -0.16 4.55  0.077
20 C 2.41 -0.96 5.38  0.199
21 C 2.10 -1.05 6.74  0.501
22 O 2.81 -1.83 7.66  -0.458
23 C 3.91 -2.53 7.12  -0.756
24 C 1.00 -0.32 7.24  -0.853
25 C 0.22 0.46 6.43  -0.841
26 H 7.57 -3.22 -2.83  0.247
27 H 6.09 -4.21 -2.85  0.353
28 H 6.12 -2.62 -3.67  0.363
29 H 4.88 -1.44 0.39  0.507
30 H 1.71 -3.20 -2.98  0.293
31 H 4.12 -3.42 -3.32  0.432
32 H -0.44 -2.76 -2.27  0.323
33 H -1.20 -2.96 -0.68  0.360
34 H -1.24 -1.39 -1.49  0.233
35 H -0.16 -0.98 1.14  0.820
36 H 3.49 -0.80 2.45  0.415
37 H 0.22 1.20 1.86  1.276
38 H -1.65 2.09 5.15  0.275
39 H -1.08 3.03 3.77  0.337
40 H -2.13 1.63 3.51  0.345
41 H 3.21 -1.53 4.96  0.457
42 H 4.41 -3.06 7.94  0.240
43 H 3.57 -3.26 6.38  0.319
44 H 4.61 -1.83 6.67  0.312
45 H 0.78 -0.41 8.28  0.459
46 H -0.64 0.98 6.83  0.304
47 C -4.52 -1.19 -4.09  -0.536
48 C -5.75 -0.81 -3.22  -0.575
49 C -5.32 0.42 -2.40  -0.869
50 N -4.09 0.96 -3.03  0.036
51 C -3.37 2.04 -2.46  0.633
52 C -3.68 2.51 -1.23  -0.818
53 C -2.87 3.55 -0.54  -0.780
54 C -1.39 3.50 -0.98  -0.484
55 C -1.25 3.33 -2.47  0.515
56 C -2.24 2.64 -3.18  0.519
57 C -2.15 2.59 -4.57  -0.619
58 C -1.08 3.15 -5.24  -0.773
59 C -0.09 3.79 -4.53  -0.596
60 C -0.18 3.88 -3.15  -0.670
61 C -3.43 -0.15 -3.77  0.181
62 H -4.18 -2.21 -3.89  0.319
63 H -4.79 -1.14 -5.16  0.262
64 H -6.62 -0.58 -3.84  0.255
65 H -6.04 -1.64 -2.56  0.298
66 H -6.10 1.20 -2.38  0.385
67 H -5.10 0.14 -1.37  0.388
68 H -4.52 2.09 -0.70  0.470
69 H -3.29 4.54 -0.77  0.274
70 H -2.94 3.42 0.55  0.273
71 H -0.87 4.42 -0.67  0.380
72 H -0.87 2.68 -0.47  -0.190
73 H -2.96 2.16 -5.13  0.710
74 H -1.03 3.10 -6.31  0.418
75 H 0.75 4.23 -5.05  0.394
76 H 0.59 4.40 -2.60  0.446
77 H -2.66 -0.58 -3.12  -0.660
78 H -2.93 0.20 -4.67  0.484

Calculated values
HOMO = -9.39 eV
Electronic energy = -45469.9350 eV
Kohn-Sham gap = 4.89 eV
LUMO level = -4.4910 eV
Net charge = +1

Q: Which value of electronic energy does entry 1 give?
A: -69782.0207 eV